# 1
Entry from the OMol25 dataset: a cluster of 8 separate species, C26H63NO12 in total in a non-equilibrium geometry (wB97M-V/def2-TZVPD).

CARTESIAN COORDINATES (ANGSTROEM)
1 C -5.36 -0.54 -1.62
2 C -5.65 -1.76 -2.12
3 C -4.87 -2.34 -3.22
4 O -5.44 -2.91 -4.13
5 O -3.52 -2.12 -3.20
6 C -2.78 -3.35 -3.20
7 C -1.29 -3.06 -3.17
8 C -0.72 -3.19 -1.74
9 C 0.26 -4.36 -1.53
10 C -0.35 -5.67 -1.04
11 C -1.37 -5.52 0.07
12 O -1.11 -6.47 1.14
13 C -1.76 -6.10 2.26
14 O -2.97 -6.05 2.33
15 O -0.99 -5.85 3.33
16 C 0.13 -4.97 3.09
17 C -0.14 -3.58 3.62
18 N 0.00 -3.59 5.09
19 H -6.15 0.16 -1.38
20 H -4.33 -0.24 -1.51
21 H -6.48 -2.32 -1.71
22 H -3.05 -3.92 -4.08
23 H -3.09 -3.95 -2.34
24 H -1.13 -2.03 -3.47
25 H -0.76 -3.69 -3.88
26 H -1.55 -3.19 -1.04
27 H -0.17 -2.28 -1.53
28 H 1.10 -4.04 -0.92
29 H 0.70 -4.56 -2.51
30 H 0.47 -6.26 -0.61
31 H -0.73 -6.27 -1.86
32 H -1.41 -4.52 0.49
33 H -2.36 -5.75 -0.33
34 H 0.44 -4.96 2.05
35 H 0.98 -5.36 3.64
36 H 0.58 -2.87 3.21
37 H -1.14 -3.25 3.38
38 H 0.56 -2.82 5.41
39 H -0.91 -3.56 5.53
40 C 1.83 1.43 -3.30
41 C 1.97 -0.07 -3.51
42 O 0.78 -0.64 -4.05
43 H 0.99 1.64 -2.64
44 H 2.73 1.85 -2.87
45 H 1.62 1.93 -4.25
46 H 2.16 -0.57 -2.56
47 H 2.81 -0.29 -4.18
48 H 0.62 -0.22 -4.90
49 C 0.51 2.93 1.11
50 C 1.77 3.62 0.62
51 O 1.66 3.96 -0.76
52 H 0.33 2.03 0.53
53 H 0.58 2.67 2.16
54 H -0.36 3.58 0.97
55 H 2.64 2.96 0.73
56 H 1.96 4.54 1.20
57 H 0.90 4.55 -0.85
58 C 5.47 -6.57 4.17
59 C 4.13 -5.87 4.30
60 O 3.60 -5.52 3.02
61 H 6.18 -5.94 3.65
62 H 5.88 -6.82 5.15
63 H 5.37 -7.50 3.59
64 H 4.23 -4.95 4.86
65 H 3.41 -6.51 4.82
66 H 3.49 -6.33 2.52
67 C -0.93 5.78 3.34
68 C 0.39 6.37 2.89
69 O 0.44 6.62 1.49
70 H -1.14 4.85 2.81
71 H -0.89 5.57 4.41
72 H -1.76 6.46 3.15
73 H 1.21 5.68 3.09
74 H 0.59 7.31 3.43
75 H -0.27 7.23 1.26
76 C -0.82 5.13 -3.79
77 C -1.35 5.52 -2.42
78 O -0.29 5.73 -1.49
79 H -0.22 4.22 -3.72
80 H -1.64 4.96 -4.49
81 H -0.18 5.92 -4.19
82 H -1.98 4.73 -2.01
83 H -1.95 6.43 -2.49
84 H 0.27 6.44 -1.83
85 C -3.19 1.58 5.07
86 C -1.91 2.25 4.59
87 O -1.98 2.58 3.20
88 H -3.38 0.68 4.49
89 H -3.12 1.32 6.12
90 H -4.05 2.24 4.93
91 H -1.06 1.58 4.71
92 H -1.72 3.16 5.17
93 H -2.72 3.18 3.08
94 C 4.21 5.57 -4.76
95 C 3.33 4.40 -4.36
96 O 2.35 4.12 -5.36
97 H 3.60 6.46 -4.92
98 H 4.95 5.78 -3.99
99 H 4.73 5.36 -5.69
100 H 2.80 4.61 -3.44
101 H 3.94 3.50 -4.20
102 H 2.81 3.91 -6.18

## Properties
Kohn-Sham gap = 9.78 eV
SMILES = C=CC(=O)OCCCCCCOC(=O)OCCN.CCO.CCO.CCO.CCO.CCO.CCO.CCO
E = -54039.74422 eV
total charge = 0
energy above the lowest of the compared OMol25 structures with the same formula, charge and spin = 0.0 kJ/mol

# 2
Entry from the OMol25 dataset: a cluster of 4 separate species, C26H65FN5O11PS in total (wB97M-V/def2-TZVPD).

CARTESIAN COORDINATES (ANGSTROEM)
1 C 5.44 -0.17 2.31
2 C 5.77 -0.71 0.92
3 O 5.75 0.34 -0.05
4 P 4.65 0.48 -1.19
5 O 4.80 1.67 -2.02
6 C 3.02 0.41 -0.38
7 C 2.13 -0.81 -0.67
8 N 1.34 -1.33 0.46
9 C 2.10 -1.90 1.59
10 N 2.04 -3.34 1.57
11 C 2.67 -3.95 0.41
12 S 0.12 -0.36 0.98
13 O -0.77 -1.09 1.80
14 O 0.58 0.93 1.37
15 F -0.56 -0.16 -0.41
16 O 4.82 -0.92 -1.94
17 C 4.18 -1.10 -3.22
18 C 3.72 -2.54 -3.38
19 H 4.93 -0.92 2.92
20 H 4.80 0.71 2.24
21 H 6.35 0.13 2.84
22 H 6.78 -1.11 0.88
23 H 5.10 -1.52 0.62
24 H 2.54 1.32 -0.73
25 H 3.16 0.53 0.70
26 H 1.43 -0.58 -1.47
27 H 2.73 -1.66 -1.02
28 H 3.12 -1.50 1.53
29 H 1.66 -1.57 2.54
30 H 2.49 -3.68 2.42
31 H 2.04 -3.79 -0.47
32 H 3.67 -3.55 0.18
33 H 2.75 -5.02 0.57
34 H 3.35 -0.39 -3.32
35 H 4.91 -0.83 -3.98
36 H 2.74 -2.58 -3.85
37 H 4.41 -3.12 -3.98
38 H 3.65 -3.02 -2.40
39 C -2.36 -5.45 -5.79
40 O -3.13 -4.27 -5.89
41 C -3.86 -3.93 -4.72
42 C -3.31 -2.67 -4.08
43 N -1.98 -2.89 -3.54
44 C -1.30 -1.70 -3.06
45 C -1.01 -0.57 -4.04
46 O 0.00 -0.89 -4.98
47 C -0.43 -1.60 -6.13
48 H -2.01 -5.69 -6.80
49 H -1.49 -5.34 -5.14
50 H -2.96 -6.29 -5.42
51 H -3.84 -4.76 -4.01
52 H -4.89 -3.75 -5.01
53 H -3.98 -2.39 -3.26
54 H -3.35 -1.87 -4.83
55 H -1.41 -3.35 -4.24
56 H -0.34 -2.01 -2.63
57 H -1.89 -1.29 -2.23
58 H -0.62 0.27 -3.46
59 H -1.91 -0.21 -4.55
60 H -1.44 -1.29 -6.43
61 H -0.44 -2.68 -5.98
62 H 0.26 -1.37 -6.93
63 C 0.55 4.02 7.65
64 O 0.25 2.75 8.16
65 C -0.87 2.10 7.57
66 C -0.45 0.90 6.76
67 N 0.32 1.29 5.59
68 C 0.91 0.19 4.84
69 C 1.91 -0.72 5.54
70 O 3.15 -0.12 5.84
71 C 3.20 0.60 7.05
72 H 1.29 4.47 8.30
73 H 0.96 3.98 6.63
74 H -0.34 4.67 7.63
75 H -1.42 2.81 6.93
76 H -1.54 1.78 8.37
77 H -1.36 0.37 6.43
78 H 0.09 0.22 7.43
79 H 1.04 1.94 5.86
80 H 1.41 0.63 3.97
81 H 0.10 -0.43 4.44
82 H 2.14 -1.54 4.84
83 H 1.48 -1.19 6.44
84 H 2.58 0.13 7.82
85 H 2.86 1.64 6.93
86 H 4.23 0.62 7.38
87 C -1.34 2.87 -2.32
88 O -2.47 2.02 -2.33
89 C -2.94 1.64 -1.05
90 C -4.26 2.31 -0.70
91 N -4.09 3.74 -0.51
92 C -5.33 4.49 -0.34
93 C -6.36 4.47 -1.47
94 O -5.96 5.15 -2.64
95 C -5.18 4.40 -3.55
96 H -0.96 2.91 -3.34
97 H -1.58 3.89 -2.00
98 H -0.55 2.48 -1.67
99 H -2.19 1.87 -0.29
100 H -3.10 0.56 -1.06
101 H -4.63 1.87 0.23
102 H -4.98 2.05 -1.49
103 H -3.56 4.12 -1.28
104 H -5.06 5.54 -0.16
105 H -5.82 4.13 0.57
106 H -7.24 5.00 -1.10
107 H -6.67 3.45 -1.72
108 H -5.50 3.35 -3.58
109 H -4.12 4.42 -3.32
110 H -5.33 4.83 -4.54

## Properties
Kohn-Sham gap = 9.09 eV
SMILES = CCOP(=O)(CCN(CNC)S(=O)(=O)F)OCC.COCCNCCOC.COCCNCCOC.COCCNCCOC
E = -80828.20468 eV
total charge = 0